# 1
{"formula": "C5H6O", "method": "ωB97M-V with the def2-TZVPD basis set", "spin_multiplicity": 1, "molar_mass_g_mol": 82.10, "relative_energy_ev": 4.4359, "e_homo_ev": -8.746, "lumo_ev": 0.92, "symbols": ["O", "C", "C", "C", "C", "C", "H", "H", "H", "H", "H", "H"], "positions_angstrom": [[0.256708, -0.799108, -0.850828], [1.540801, -0.992853, -1.462552], [-0.545592, 1.190337, 2.570371], [-1.382686, 0.355983, 0.177086], [-0.977748, 0.820163, 1.508875], [-0.096806, 0.441971, -0.650317], [1.418757, -1.114932, -2.541957], [1.948311, -1.905024, -1.021991], [-1.781083, -0.666887, 0.229555], [2.169195, -0.129016, -1.242746], [-2.142461, 1.026110, -0.241513], [-0.174297, 1.528203, 3.512833]], "forces_ev_per_a": [[-0.08, 0.49, 0.15], [0.29, -0.09, -0.15], [-0.20, -0.15, -0.44], [0.00, 0.09, 0.01], [0.15, 0.17, 0.50], [-0.17, -0.59, 0.04], [-0.04, 0.00, 0.18], [0.00, 0.15, -0.12], [0.04, 0.17, -0.01], [-0.06, -0.14, -0.08], [0.16, -0.04, 0.07], [-0.09, -0.07, -0.16]], "nbo_charge": [-0.496, -0.252, -0.248, -0.626, 0.015, 0.289, 0.193, 0.194, 0.232, 0.208, 0.252, 0.239]}

# 2
{"formula": "C35H35MgN5O6PS", "method": "ωB97M-V with the def2-TZVPD basis set", "spin_multiplicity": 1, "molar_mass_g_mol": 709.04, "charge": 1, "relative_energy_ev": 0.0000, "e_homo_ev": -11.254, "lumo_ev": -2.11, "symbols": ["S", "P", "Mg", "O", "O", "O", "O", "O", "O", "N", "N", "N", "N", "N", "C", "C", "C", "C", "C", "C", "C", "C", "C", "C", "C", "C", "C", "C", "C", "C", "C", "C", "C", "C", "C", "C", "C", "C", "C", "C", "C", "C", "C", "C", "C", "C", "C", "C", "C", "H", "H", "H", "H", "H", "H", "H", "H", "H", "H", "H", "H", "H", "H", "H", "H", "H", "H", "H", "H", "H", "H", "H", "H", "H", "H", "H", "H", "H", "H", "H", "H", "H", "H", "H"], "positions_angstrom": [[1.093987, 0.044895, -2.949583], [-2.138678, 2.859797, 0.139876], [0.040123, 0.240721, 0.033992], [1.852903, 1.160664, 0.294432], [8.593903, -1.451802, 0.205529], [-0.039497, 0.448529, -1.996457], [1.713010, -1.006996, -0.047694], [-1.407404, 1.545985, 0.208807], [8.728868, 0.681909, 0.453635], [8.106481, -0.349291, 0.325344], [-2.061889, -3.149146, 1.337018], [-1.248214, -1.523784, 0.096954], [-0.907833, -1.473172, 3.765755], [-0.109915, -0.155454, 2.195646], [1.571324, 2.798345, -2.639747], [6.043091, 0.992559, 0.441626], [-4.971630, 3.889097, -2.603788], [4.511884, -1.311343, 0.071304], [0.825764, 6.301275, -0.242076], [0.092375, 5.912855, -1.353734], [-3.528065, 4.372120, 2.027226], [-4.209864, 2.136602, 3.530382], [-2.351731, -3.472682, 0.027664], [3.897717, -0.073977, 0.223133], [-3.257156, 2.866838, -1.257203], [-3.272650, 1.745908, -2.082946], [-4.649805, 3.396315, 3.913797], [0.296414, 0.314498, 3.423028], [-4.111083, 3.939477, -1.520449], [0.631370, 5.673356, 0.982895], [-0.826874, -1.228082, 2.442235], [0.323799, 0.039615, -4.556915], [-1.839803, -2.460921, -0.719149], [-0.186557, -0.487738, 4.407678], [4.659968, 1.074118, 0.407227], [-4.140400, 1.699743, -3.167875], [-3.430518, 1.987956, 2.392359], [-1.047629, 4.263034, -0.018882], [-4.986002, 2.767202, -3.426707], [-0.302725, 4.657991, 1.095735], [6.621262, -0.251237, 0.290253], [-1.401164, -1.975303, 1.323373], [-4.308595, 4.514099, 3.164282], [2.406543, 0.023574, 0.163420], [5.893824, -1.409719, 0.106284], [-3.090130, 3.108351, 1.634899], [-0.842014, 4.891979, -1.245724], [-0.444503, 1.300487, -4.920823], [2.180331, 1.490462, -3.118154], [-1.092282, 1.096163, -5.773350], [3.896592, -2.188322, -0.075542], [-2.595225, 0.926169, -1.877814], [-4.644886, 5.495753, 3.470171], [-4.477221, 1.269983, 4.121015], [-1.410684, 4.587610, -2.115626], [-1.387436, -2.231664, 4.218792], [-3.077151, 1.010519, 2.086981], [0.760329, 3.140019, -3.281063], [0.223498, 2.114722, -5.199899], [2.353609, 3.558954, -2.644418], [0.916235, 1.190013, 3.512844], [-2.880218, -4.370683, -0.236236], [-0.088284, -0.457530, 5.477756], [1.132557, -0.191165, -5.254585], [-5.634041, 4.719494, -2.808712], [2.458629, 1.519420, -4.173260], [1.551695, 7.099670, -0.327953], [-1.858717, -2.345867, -1.789000], [0.246413, 6.404588, -2.305306], [3.073495, 1.240803, -2.544409], [-5.661660, 2.727162, -4.271462], [-0.329198, -0.834942, -4.519834], [6.667314, 1.862217, 0.583184], [-4.155669, 0.828397, -3.810339], [1.206254, 5.978220, 1.847142], [-0.453240, 4.170183, 2.051685], [-3.247412, 5.250808, 1.458410], [4.157572, 2.024861, 0.524408], [-5.257474, 3.509716, 4.802200], [-1.071055, 1.628925, -4.091545], [6.405132, -2.353856, -0.005610], [-4.108118, 4.816454, -0.883559], [-2.292597, -3.709158, 2.139399], [1.197129, 2.710559, -1.622347]], "forces_ev_per_a": [[-0.29, 0.07, 0.57], [0.21, -0.35, -0.01], [-0.23, -0.01, -0.12], [0.32, -0.07, -0.02], [0.04, -0.05, 0.04], [0.44, -0.16, -0.48], [0.27, -0.01, 0.03], [-0.30, 0.40, 0.07], [0.06, 0.06, 0.06], [-0.26, 0.01, -0.14], [-0.11, -0.13, -0.06], [-0.30, -0.42, 0.06], [0.03, 0.02, 0.16], [-0.05, -0.13, 0.47], [0.04, 0.05, -0.04], [-0.13, 0.06, 0.01], [0.01, -0.05, -0.02], [0.06, -0.06, -0.01], [0.01, 0.01, 0.00], [-0.01, -0.02, 0.03], [-0.01, 0.00, 0.02], [0.01, -0.01, -0.02], [0.01, -0.01, 0.15], [0.00, -0.02, -0.01], [-0.13, -0.02, -0.14], [-0.01, 0.03, -0.05], [0.00, 0.00, -0.01], [0.04, 0.08, -0.26], [0.00, -0.03, 0.01], [-0.02, -0.01, -0.04], [-0.12, -0.12, -0.39], [-0.17, 0.00, -0.19], [0.10, 0.26, -0.07], [-0.08, -0.10, 0.00], [0.05, 0.06, 0.02], [0.03, 0.01, 0.04], [-0.03, 0.08, 0.02], [0.18, 0.19, -0.04], [0.00, 0.02, 0.01], [0.02, -0.01, -0.05], [0.36, -0.05, 0.04], [0.25, 0.27, 0.23], [0.01, -0.02, 0.00], [-0.09, 0.22, -0.01], [-0.14, -0.03, 0.00], [-0.11, -0.01, 0.14], [0.00, 0.02, 0.06], [-0.01, -0.02, -0.08], [0.00, 0.06, 0.03], [0.02, 0.02, -0.01], [0.00, 0.01, 0.01], [-0.01, 0.01, 0.00], [0.00, 0.00, -0.01], [0.01, 0.00, 0.00], [-0.01, -0.01, 0.01], [0.01, 0.01, 0.00], [0.01, 0.01, -0.01], [0.03, -0.04, 0.04], [0.00, -0.03, 0.00], [-0.03, 0.02, 0.00], [-0.01, 0.00, -0.02], [0.00, 0.01, 0.00], [0.00, 0.00, -0.01], [-0.05, 0.00, -0.04], [0.01, 0.00, 0.01], [0.07, 0.02, 0.01], [-0.01, -0.01, 0.00], [0.01, 0.02, 0.01], [0.00, 0.00, 0.00], [-0.02, 0.02, 0.04], [0.00, 0.01, 0.01], [-0.02, 0.02, -0.03], [-0.01, -0.01, 0.00], [0.00, 0.01, 0.01], [0.00, 0.00, 0.00], [-0.02, -0.02, -0.01], [0.01, -0.01, -0.01], [0.00, -0.02, 0.00], [0.01, -0.01, -0.01], [0.00, -0.04, 0.01], [0.00, 0.01, 0.00], [0.01, -0.01, 0.02], [0.01, 0.00, -0.01], [0.03, -0.05, 0.03]], "lowdin_charge": [1.015, 0.837, 0.520, -0.051, 0.086, -0.552, -0.042, -0.342, 0.085, -0.351, 0.127, 0.092, 0.127, 0.090, -0.114, 0.015, -0.064, 0.013, -0.061, -0.069, -0.077, -0.069, -0.053, -0.123, -0.269, -0.065, -0.067, -0.074, -0.072, -0.059, -0.253, -0.386, -0.080, -0.053, 0.006, -0.069, -0.061, -0.273, -0.066, -0.065, -0.133, -0.245, -0.063, -0.603, 0.018, -0.268, -0.076, -0.114, -0.343, 0.084, 0.124, 0.091, 0.111, 0.106, 0.109, 0.161, 0.100, 0.062, 0.073, 0.091, 0.120, 0.120, 0.120, 0.096, 0.110, 0.093, 0.111, 0.115, 0.112, 0.081, 0.110, 0.088, 0.122, 0.108, 0.111, 0.117, 0.110, 0.122, 0.110, 0.058, 0.123, 0.109, 0.163, 0.056]}

no.,gap between HOMO and LUMO (eV),electronic energy (eV)
1,9.665,-7324.84865
2,9.147,-82167.36434